92
Properties=species:S:1:pos:R:3:forces:R:3:lowdin_charge:R:1 method="wB97M-V/def2-TZVPD" e_above_lowest_kcal_mol=17.1 charge=-1 e_tot_ev=-57743.04004 homo_energy_ha=-0.29938 lumo_ev=2.17 homo_lumo_gap_ev=10.3
C 5.828 1.644 0.585 -0.2798 -0.7491 -1.4324 -0.226
H -6.728 0.113 -0.538 -0.0871 0.1683 0.1307 0.024
H 6.772 1.011 -1.282 0.3158 0.5316 0.1367 0.108
O -6.039 1.364 3.683 -0.9969 0.5513 -0.5787 -0.056
H 4.053 0.714 -1.361 -0.3491 0.0362 -0.2533 0.094
C -2.107 -3.485 -7.015 -0.4917 0.7492 -0.5388 -0.056
O 4.674 1.388 1.379 0.9951 -0.1707 0.3017 -0.059
H -5.154 -0.899 3.280 -0.2634 -0.2789 0.1618 0.088
H 5.843 2.687 0.269 -0.1298 0.2076 -0.1418 0.108
H 1.679 7.554 2.812 -0.0729 -0.1022 0.1262 0.081
F -0.259 -1.284 0.802 0.0891 -1.5467 1.7481 0.108
H 1.870 6.154 1.741 -0.0189 0.0656 -0.1916 0.075
C 2.614 -6.287 5.311 0.5078 -0.0266 -1.2686 -0.256
C -3.404 5.215 -2.781 1.1248 0.0598 1.0262 -0.045
H -1.445 2.804 2.700 0.1154 -0.2495 -0.3574 0.030
H -1.145 3.120 4.150 0.1661 -0.0384 0.1225 0.025
C 3.332 7.812 1.511 0.9140 1.1289 2.9228 -0.466
H -5.428 1.104 6.368 -0.0212 1.0596 0.0973 0.075
C -3.129 6.884 -0.724 -0.6596 -1.2415 -0.4208 -0.064
H -1.583 -6.383 -8.834 -0.1489 -0.0512 -0.1078 0.081
H 4.055 7.258 0.913 -0.1874 -0.0839 -0.3714 0.127
O -2.315 -4.970 2.681 0.0476 -0.3280 0.0960 -0.055
H -6.801 0.228 6.758 -0.1235 -0.6449 -0.1918 0.066
H 3.902 -6.789 -4.528 -0.2451 -0.2590 -0.0987 0.118
H -3.132 -3.653 -6.684 -0.0479 -0.2509 -0.0117 0.085
H -1.905 -4.807 -9.580 -0.4878 -0.1056 -0.1473 0.081
H 3.326 -6.842 5.921 -0.0142 0.1112 0.1942 0.115
O -1.521 -5.636 -6.474 0.2296 -2.0179 1.4715 -0.036
H -1.023 -5.277 -5.735 -0.0241 -0.0414 0.1779 0.099
H -5.354 -0.456 -0.823 0.3854 -0.0063 0.0252 0.032
H 3.818 -4.702 4.761 0.6854 0.1869 -0.1196 0.106
H 6.777 1.504 1.104 -0.3725 -0.4179 0.6239 0.109
H 4.880 9.338 2.035 -0.1565 0.0781 0.0475 0.067
C 3.423 -5.556 4.211 -0.3697 -0.0408 1.7663 -0.239
C -1.469 -4.754 -7.519 0.3932 1.1680 -0.3836 -0.578
H -5.528 -1.572 4.949 0.6000 -0.4450 -0.2119 0.080
F 0.065 0.881 0.433 0.4073 2.0117 0.6962 0.124
H 2.090 -4.509 -2.420 0.3128 0.1218 0.0787 0.088
H -1.895 5.260 -1.220 0.5474 -0.0478 -0.5434 0.132
H 2.061 -5.568 5.915 0.0923 0.1581 0.0869 0.114
O -1.536 6.857 -2.476 0.8649 -0.2303 -0.9524 -0.056
C -2.423 5.995 -1.828 -2.0581 1.0779 1.4250 -0.466
H 2.959 6.355 3.097 0.0594 0.0368 -0.0216 0.075
H -3.958 4.488 -2.187 -0.1713 0.1147 0.0907 0.072
O 4.447 -6.417 3.692 -0.7867 0.6367 0.1343 -0.057
H 4.281 -4.582 -3.544 -0.2202 0.1787 -0.3964 0.113
H -2.157 -2.701 -7.771 0.1802 0.1405 -0.0392 0.077
H -3.640 6.169 -0.080 -0.1490 0.2214 0.3716 0.068
O 1.751 -7.245 4.750 -0.3851 -0.7556 0.0447 -0.065
H -4.110 5.815 -3.354 0.1808 0.2393 0.0695 0.069
H 3.560 9.229 3.261 -0.3924 0.3023 -0.5114 0.070
H 4.153 -5.231 -1.940 0.5733 -0.2689 0.1091 0.117
H 5.887 -0.274 -0.712 -0.3816 -0.2209 0.9504 0.118
H -7.307 -0.105 4.465 -0.0688 0.1038 -1.0835 0.129
C 4.267 -6.706 -3.504 -0.4112 0.0494 -0.1658 -0.262
O 4.834 1.230 -1.576 -1.4042 0.2378 -0.7732 -0.050
H -2.470 7.513 -0.124 0.4607 -0.4368 -0.1529 0.068
C 5.845 0.814 -0.743 1.5958 0.3872 0.7412 -0.282
H -2.081 7.542 -2.870 0.0761 0.1511 -0.1276 0.085
C -6.312 0.320 4.596 -0.4999 0.8975 0.6299 -0.514
O 3.852 -7.776 -2.675 0.1970 -0.1794 -0.0668 -0.052
H -3.893 7.570 -1.091 -0.1167 -0.0773 -0.4970 0.063
H -4.298 -0.269 4.663 0.2148 -0.3009 0.2092 0.083
O 2.390 -5.299 -2.876 0.0974 -0.5341 -1.0822 -0.064
C 3.815 -5.379 -2.966 -0.4542 0.6533 1.4224 -0.257
C 2.405 6.898 2.331 0.1835 0.2000 -0.3916 -0.064
C 4.183 8.680 2.555 -0.3359 -1.2107 -0.4643 -0.060
F -1.613 -0.247 -0.596 -1.7776 0.5334 -0.7319 0.123
H 2.717 -5.102 3.515 0.1543 -0.4748 -0.6972 0.117
H 1.932 8.359 0.290 -0.1301 -0.0270 -0.2002 0.089
H 3.214 -8.329 -3.131 -0.0457 0.1945 0.0048 0.085
H -1.558 -3.112 -6.150 0.0977 0.1076 -0.0543 0.083
H -2.993 -4.718 3.309 -0.1714 0.0655 0.1131 0.021
C -6.442 0.933 6.008 0.6577 -1.4797 0.4429 -0.062
O -6.286 -0.626 -0.956 -0.2388 -0.1683 -0.1349 -0.058
H -1.974 -4.139 2.351 0.1748 0.3066 -0.2331 0.033
H 0.878 -6.887 4.572 0.0886 0.2309 -0.0435 0.085
H 4.742 8.038 3.235 0.3256 -0.3160 -0.3246 0.063
H -5.270 1.843 3.999 0.1819 0.0553 0.0298 0.087
H -3.140 -5.593 -8.457 -0.1369 -0.0392 -0.5252 0.086
H 5.172 -5.857 3.405 0.0026 -0.0159 -0.1240 0.077
F 0.520 -0.636 -1.147 1.4107 -0.2023 -1.8372 0.122
B -0.328 -0.292 -0.139 -0.0959 -0.7590 0.2225 -1.467
H 5.354 -6.712 -3.586 0.1547 0.0809 0.1954 0.113
H 3.898 1.377 0.814 -0.1109 0.1377 -0.1389 0.079
H -7.193 1.718 6.096 0.6299 0.4818 -0.4783 0.079
O 2.614 8.794 0.807 -0.2038 -0.0894 -0.6363 -0.056
C -5.245 -0.708 4.349 -0.2745 0.0168 0.9231 -0.057
O -1.840 3.163 3.494 -0.2965 0.1988 0.1789 -0.057
H -2.777 4.611 -3.437 -0.0748 0.1606 -0.2696 0.073
C -2.091 -5.428 -8.704 0.0546 0.1704 0.2233 -0.053
H -0.433 -4.546 -7.786 0.3946 0.1678 -0.0438 0.131